w) Molecular formula: C6H16
Method: DFT, ωB97M-V/def2-TZVPD

Calculated values
SMILES string ... CCC.CCC
HOMO-LUMO gap ... 11.932 eV

Each line ends with the Mulliken charge.
Element x y z (Å)
C  -1.40367  1.16130  -1.41914  -0.8331
C  -2.24030  1.12186  -0.15092  -0.4235
C  -2.59025  -0.33649  0.37473  -1.0116
H  -0.87032  0.27951  -1.79322  0.2885
H  -1.98786  1.81226  -2.15428  0.2530
H  -0.42038  1.67708  -1.18663  0.1551
H  -1.63306  1.60671  0.56686  0.2646
H  -3.02920  1.68322  -0.41229  0.4504
H  -3.36497  -0.81887  -0.12834  0.3668
H  -1.73910  -0.90251  0.49876  0.1683
H  -2.91025  -0.25030  1.40339  0.3431
C  2.94013  0.40844  0.10544  -0.7976
C  1.98058  -0.62757  0.94830  -0.7569
C  1.24265  -1.69691  0.13657  -0.5625
H  2.11932  0.83390  -0.56199  0.1934
H  3.73976  -0.22776  -0.43605  0.2175
H  3.51834  0.97122  0.83517  0.3234
H  2.56511  -1.02877  1.68107  0.5025
H  1.23325  -0.04543  1.47015  0.3195
H  2.05345  -2.46461  -0.11286  0.3307
H  0.59110  -2.14922  0.92588  0.1966
H  0.56003  -1.16019  -0.56547  0.0116



x) Molecular formula: C6H16
Method: DFT, ωB97M-V/def2-TZVPD

Calculated values
SMILES string ... CCC.CCC
HOMO-LUMO gap ... 12.120 eV

Each line ends with the Mulliken charge.
Element x y z (Å)
C  2.17619  -0.39543  1.56612  -1.3296
C  1.86274  -0.80192  0.12986  0.9393
C  2.67517  -0.13534  -0.98234  -1.1554
H  1.28701  -0.58670  2.14362  0.3350
H  2.91840  -1.06673  1.99383  0.3661
H  2.47970  0.61391  1.83486  0.3514
H  0.80290  -0.66920  -0.06558  -0.6572
H  1.93574  -1.89147  0.07453  0.2803
H  2.02059  0.03897  -1.83623  0.3133
H  3.49167  -0.76217  -1.34048  0.3037
H  3.06947  0.84453  -0.71692  0.3261
C  -1.80959  1.00011  0.79578  -1.0333
C  -1.70708  0.38649  -0.60813  0.0842
C  -3.11532  -0.08344  -1.07112  -1.1860
H  -0.89415  0.83232  1.37456  0.1820
H  -1.89783  2.07648  0.73166  0.3155
H  -2.60882  0.55250  1.37573  0.3636
H  -1.31725  1.14566  -1.28310  0.2529
H  -1.01804  -0.45054  -0.64122  0.0308
H  -3.86278  0.34868  -0.41355  0.3098
H  -3.31649  0.16708  -2.11031  0.3002
H  -3.17222  -1.16381  -0.95157  0.3071



If you had to bet on the most stable structure above, which would it be? Bet on x).